DFT (ωB97M-V with the def2-TZVPD basis set) results for a molecular structure, CH3F3Si.

Results
Frontier orbital gap = 10.25 eV
Energy above the lowest of the compared OMol25 structures with the same formula, charge and spin = 884.1 kJ/mol
DFT total energy = -628.875870 hartree
Net charge = 0

Geometry as XYZ:
```
8
Properties=species:S:1:pos:R:3:lowdin_charge:R:1
C -2.10349 0.57961 0.10268 -0.38
F -1.99933 -1.48103 0.12857 -0.45
F -2.72700 0.74474 -1.04046 0.12
F -2.91737 0.60316 1.06389 0.19
Si -0.20377 -0.14414 -0.12836 0.67
H 0.17356 -0.42624 1.25913 -0.07
H -0.42010 -0.94794 -1.48378 0.00
H 0.78814 1.09744 -0.25995 -0.08
```